Record 1
Computed, not measured: 3 unconnected molecules or ions with the total composition C34H74N2O6P, with ωB97M-V with the def2-TZVPD basis set.

The geometry in ORCA input format:
```
! RIJCOSX wB97M-V def2-TZVPD def2/J DEFGRID3
* xyz 1 1
C -1.74610 -0.40616 0.58311
C -3.00365 -0.41236 1.47163
C -3.99184 -1.52838 1.10147
C -4.96922 -1.18343 -0.04832
C -4.81854 -2.06151 -1.30067
C -3.88446 -1.46472 -2.36489
C -3.22863 -2.50191 -3.30645
C -1.68972 -2.59887 -3.17996
C -1.11446 -3.96173 -2.74877
C -1.91466 -4.71751 -1.67033
C -0.99855 -5.34653 -0.61034
C -0.44897 -4.28716 0.37054
C 1.05660 -4.41277 0.69393
C 1.96935 -3.41637 -0.05952
C 3.05931 -2.75268 0.81023
C 2.77981 -1.27172 1.15250
C 2.85660 -0.91479 2.65295
C 1.81293 0.14371 3.02014
C 2.06159 0.86558 4.35813
C 1.45017 2.27100 4.33398
N 0.80953 2.63585 5.65661
C -0.67056 2.38611 5.59572
N -1.15509 2.07870 6.91512
C -2.55266 1.60291 6.90548
P 1.24653 4.40423 6.00641
C 2.91766 4.12380 6.67548
C 3.08092 3.35088 7.99891
C 0.26367 4.87154 7.46551
C 0.60730 6.37041 7.70318
H -1.95594 -0.87595 -0.38350
H -0.95631 -1.00825 1.04177
H -1.35917 0.59957 0.40401
H -3.50726 0.55808 1.40997
H -2.69676 -0.55272 2.51564
H -4.56525 -1.80124 1.99010
H -3.39568 -2.40711 0.81895
H -5.98986 -1.28999 0.33390
H -4.86490 -0.12572 -0.32379
H -5.80535 -2.19589 -1.75741
H -4.48886 -3.05916 -0.99482
H -4.48047 -0.76037 -2.95813
H -3.10005 -0.85788 -1.89926
H -3.45633 -2.20787 -4.33648
H -3.70854 -3.47403 -3.16660
H -1.25469 -2.34733 -4.15362
H -1.31761 -1.83489 -2.48559
H -0.11237 -3.77186 -2.33905
H -0.95006 -4.60189 -3.62243
H -2.51494 -5.50568 -2.13676
H -2.60685 -4.02996 -1.17073
H -1.55415 -6.12031 -0.07538
H -0.15558 -5.82053 -1.13041
H -0.62350 -3.29771 -0.07344
H -1.00854 -4.35002 1.30995
H 1.38006 -5.43263 0.46109
H 1.20661 -4.29106 1.77340
H 1.34450 -2.64214 -0.51968
H 2.45326 -3.94137 -0.88976
H 4.00832 -2.80926 0.26788
H 3.20183 -3.32784 1.73158
H 1.76180 -1.03387 0.81537
H 3.44756 -0.61545 0.58773
H 2.66645 -1.82736 3.22950
H 3.85501 -0.54540 2.90932
H 1.80001 0.89881 2.22233
H 0.82637 -0.32441 3.07337
H 3.13593 0.93582 4.55225
H 1.59314 0.29373 5.16795
H 2.19374 3.03545 4.09536
H 0.66719 2.35287 3.57568
H 1.13705 1.96975 6.36153
H -0.80281 1.48779 4.98262
H -1.13110 3.22906 5.05958
H -1.11851 2.90704 7.48905
H -2.68501 0.82238 7.65561
H -3.26400 2.40744 7.10762
H -2.80373 1.17428 5.93227
H 3.44923 3.60057 5.87057
H 3.36180 5.12222 6.71094
H 3.53240 2.37198 7.81647
H 2.13511 3.18723 8.51854
H 3.76087 3.87609 8.67228
H -0.79573 4.78426 7.21058
H 0.46589 4.29503 8.37087
H 0.87749 6.53978 8.74419
H -0.22916 7.00999 7.42160
H 1.46023 6.70695 7.09976
C -3.00372 0.35179 -5.97220
C -2.66200 -0.73526 -6.96540
O -2.40914 -0.20307 -8.27717
C -1.20876 0.34421 -8.43306
O -0.34663 0.40124 -7.59154
O -1.11457 0.81481 -9.66946
C 0.12385 1.46775 -9.96930
H -3.84894 0.94567 -6.32159
H -3.26167 -0.09121 -5.01021
H -2.15831 1.02138 -5.81902
H -3.49736 -1.41945 -7.10083
H -1.79596 -1.31248 -6.64148
H 0.96673 0.82099 -9.73500
H 0.20602 2.39737 -9.40863
H 0.09498 1.67503 -11.03395
C 3.59996 -0.11540 -7.08344
C 2.56730 0.79162 -6.45025
O 2.83041 0.98760 -5.04302
C 3.79958 1.84615 -4.76241
O 4.44105 2.49034 -5.54902
O 3.95169 1.88888 -3.43324
C 5.00646 2.74950 -2.99762
H 3.65097 -1.06392 -6.54729
H 3.32704 -0.31727 -8.11961
H 4.58946 0.33999 -7.07094
H 1.58187 0.34355 -6.50159
H 2.52744 1.75950 -6.94867
H 4.89155 3.74647 -3.41711
H 5.97405 2.34350 -3.28837
H 4.92899 2.78559 -1.91474
*
```

ΔE to the lowest compared entry with this formula, charge and spin: 0.000 eV
electronic energy: -61006.294 eV

Record 2
Computed, not measured: 8 unconnected molecules or ions with the total composition C34H77BBrNO24PS7 at a distorted geometry, with ωB97M-V with the def2-TZVPD basis set.

The geometry in ORCA input format:
```
! RIJCOSX wB97M-V def2-TZVPD def2/J DEFGRID3
* xyz 1 1
C 1.48457 -4.80862 1.38441
O 0.67078 -3.63234 1.50199
B -0.66231 -3.74184 1.55294
O -1.26893 -4.95535 1.30173
C -1.53729 -2.42946 1.88904
N -2.74336 -2.36707 0.93542
C -2.60810 -1.13582 0.04752
P -4.17213 -0.45684 -0.68010
O -4.52013 -1.59515 -1.82142
Br -5.58701 -0.90578 0.95267
C -1.83368 -0.21936 0.96680
C -0.72178 -1.19766 1.40346
C 0.28947 -0.62282 2.36114
C 1.24770 0.40105 1.70228
C 1.61254 0.03485 0.28245
C 2.43540 -1.06189 0.06039
C 2.75633 -1.42674 -1.23957
C 2.24767 -0.70021 -2.30795
C 1.43563 0.39257 -2.09196
C 1.11418 0.76434 -0.78918
H 1.20733 -5.40169 0.51602
H 1.42943 -5.39128 2.30281
H 2.51133 -4.46934 1.25991
H -2.16913 -5.01719 1.63473
H -1.85254 -2.37670 2.93127
H -3.61586 -2.27029 1.46681
H -2.86871 -3.18716 0.34200
H -2.02362 -1.42724 -0.83232
H -3.80525 -1.57118 -2.47604
H -2.46985 -0.04820 1.84306
H -1.42403 0.67616 0.51046
H -0.30728 -1.53932 0.44961
H 0.88047 -1.40698 2.83438
H -0.25778 -0.12275 3.16437
H 0.86470 1.42051 1.76786
H 2.16699 0.38943 2.29395
H 2.80835 -1.62597 0.90923
H 3.39568 -2.28435 -1.41189
H 2.50291 -0.99095 -3.31813
H 1.03755 0.96269 -2.92194
H 0.48973 1.62345 -0.57120
O 5.42590 0.80602 3.29917
S 6.12148 1.89289 2.67321
O 5.52189 3.19155 2.65195
O 6.52767 1.46378 1.20676
C 5.46548 0.93576 0.36687
C 4.57748 2.02101 -0.19940
C 7.74733 2.01807 3.33126
H 4.89524 0.20053 0.93493
H 5.97039 0.40268 -0.43471
H 3.99661 2.51048 0.58292
H 3.88524 1.58223 -0.91913
H 5.16568 2.79209 -0.69773
H 8.20622 1.03339 3.31567
H 7.65114 2.37966 4.35240
H 8.31044 2.72756 2.73096
O -8.87656 -1.30796 -5.51634
S -9.76325 -1.63214 -4.44066
O -10.19946 -0.60241 -3.54824
O -9.11295 -2.81305 -3.59245
C -7.75238 -2.61997 -3.15135
C -7.65617 -1.68693 -1.96358
C -11.15459 -2.51779 -5.04206
H -7.14919 -2.26480 -3.98834
H -7.39870 -3.61592 -2.89108
H -7.93435 -0.66978 -2.24017
H -6.63258 -1.67262 -1.58930
H -8.33170 -2.00555 -1.16848
H -10.80733 -3.32100 -5.68536
H -11.75845 -1.80949 -5.60477
H -11.71431 -2.90476 -4.19510
O -2.98998 -1.48854 6.53764
S -2.61247 -0.11388 6.38612
O -1.58765 0.21832 5.43871
O -2.24959 0.49132 7.79478
C -1.28488 -0.21865 8.61799
C 0.14152 0.01099 8.16908
C -4.03452 0.87404 6.08270
H -1.54015 -1.27835 8.63543
H -1.44123 0.17274 9.62005
H 0.33321 -0.44601 7.19925
H 0.82687 -0.42480 8.89556
H 0.34920 1.07673 8.07975
H -4.79085 0.63406 6.82429
H -4.38940 0.62999 5.08384
H -3.74918 1.92100 6.13724
O 1.44068 3.67282 -1.97739
S 0.96463 4.55388 -3.00408
O 1.22643 4.24008 -4.37377
O 1.45865 6.01898 -2.68159
C 2.87738 6.20449 -2.42712
C 3.70031 6.20426 -3.69668
C -0.75779 4.84839 -2.79942
H 3.21844 5.44269 -1.72538
H 2.94098 7.16653 -1.92413
H 3.70882 5.22113 -4.16556
H 4.72815 6.48261 -3.46434
H 3.29363 6.91328 -4.41741
H -0.94789 5.11846 -1.76445
H -1.27076 3.92431 -3.05701
H -1.05641 5.64599 -3.47391
O 8.13483 -0.82013 -0.32869
S 9.40880 -0.52324 -0.90990
O 9.41648 0.09487 -2.20213
O 10.30054 -1.82767 -0.91846
C 9.72671 -3.03524 -1.48058
C 9.73154 -3.03403 -2.99378
C 10.39657 0.41510 0.19745
H 8.72208 -3.17522 -1.08038
H 10.34945 -3.83907 -1.09511
H 9.04783 -2.28607 -3.39269
H 9.42124 -4.01191 -3.36137
H 10.72761 -2.81059 -3.37458
H 10.39598 -0.07597 1.16645
H 9.94276 1.40170 0.26514
H 11.40244 0.48605 -0.20715
O -12.10701 1.22645 3.83868
S -10.99957 0.32311 3.87580
O -9.71647 0.78752 4.31090
O -10.84733 -0.35971 2.44960
C -10.80298 0.51226 1.29390
C -9.46165 1.19434 1.13554
C -11.43010 -1.12328 4.77608
H -11.61353 1.23869 1.35480
H -11.00964 -0.14015 0.44835
H -9.28662 1.91103 1.93672
H -9.42620 1.72652 0.18490
H -8.65340 0.46421 1.16911
H -12.38508 -1.49042 4.41171
H -11.50508 -0.83276 5.82149
H -10.64691 -1.86433 4.64340
O 5.07794 -0.67864 -3.21506
S 5.43396 0.50071 -3.95400
O 4.66979 1.69686 -3.76783
O 5.46264 0.13299 -5.49963
C 4.29672 -0.51768 -6.05125
C 3.15737 0.44764 -6.30603
C 7.14214 0.84620 -3.75670
H 3.99436 -1.33396 -5.39304
H 4.64095 -0.95952 -6.98388
H 2.74986 0.83810 -5.37412
H 2.35856 -0.06152 -6.84635
H 3.50010 1.29663 -6.89627
H 7.70666 -0.06092 -3.93330
H 7.28026 1.18526 -2.73504
H 7.42315 1.62788 -4.45772
*
```

electronic energy: -242986.821 eV